[1]
A molecular structure, C38H51ClN9O3PSV at a distorted geometry. Source: OMol25; level of theory: wB97M-V/def2-TZVPD.

Computed properties:
- Expectation value of S²: 3.77
- E_HOMO (alpha / beta): -5.585 / -6.975 eV
- Orbital gap (alpha / beta): 6.10 / 7.48 eV
- F_max: 2.323 eV/Å

Structure (ORCA input):
```
! wB97M-V def2-TZVPD RIJCOSX def2/J DEFGRID3
* xyz 0 4
V -0.65145 0.63650 1.67093
C -0.52362 3.52676 3.22504
C -0.08741 4.37471 2.03081
C -1.19638 4.77071 1.06779
C -0.98599 5.82275 0.17532
C -1.97820 6.14023 -0.73480
C -3.14841 5.39368 -0.74022
C -3.27067 4.36668 0.17857
N -2.32599 4.07064 1.07492
N 0.04564 2.14720 3.25020
C 1.53795 2.22785 3.29823
C 2.23751 1.73104 2.05141
C 3.43547 2.29181 1.63875
C 4.10529 1.72650 0.56862
C 3.55542 0.61902 -0.05646
C 2.34778 0.12723 0.40670
N 1.69662 0.66970 1.44376
C -0.44762 1.45131 4.46969
C 0.00785 0.02050 4.39304
C 0.60157 -0.65704 5.44105
C 1.08636 -1.94137 5.23703
C 0.97405 -2.48915 3.96843
C 0.37548 -1.75194 2.96670
N -0.11172 -0.51318 3.16467
H -1.60519 3.42521 3.20683
H -0.23038 4.02573 4.15616
H 0.63556 3.80808 1.43898
H 0.41223 5.28498 2.36382
H -0.04730 6.36903 0.19607
H -1.83911 6.95469 -1.43481
H -3.94828 5.61274 -1.43728
H -4.15993 3.74556 0.20992
H 1.89684 1.60126 4.11396
H 1.85667 3.24812 3.51350
H 3.82910 3.16564 2.14645
H 5.04471 2.14483 0.22601
H 4.05353 0.14165 -0.89163
H 1.87740 -0.74737 -0.03712
H -1.53537 1.50086 4.47831
H -0.06091 1.92855 5.37617
H 0.68518 -0.17608 6.40905
H 1.55793 -2.48926 6.04315
H 1.34733 -3.48331 3.74972
H 0.28537 -2.14114 1.95822
C 0.60839 -0.51323 -6.33287
C 0.03490 -0.27545 -4.95911
C -1.33733 -0.13088 -4.76647
C -1.86034 0.10322 -3.49953
C -1.00180 0.19530 -2.41529
C 0.36954 0.05024 -2.58712
C 0.87806 -0.18043 -3.85040
S -1.66327 0.66121 -0.83016
O -2.99014 1.15210 -1.10136
O -1.58813 -0.50129 0.07038
N -0.64160 1.70875 -0.18446
C -0.03212 2.66944 -1.01339
C -0.63433 3.20707 -2.17134
C 0.06626 4.10403 -2.94505
C 1.35395 4.47679 -2.57377
C 1.84483 3.94664 -1.39820
N 1.17999 3.07527 -0.63090
H -0.17551 -0.53782 -7.08959
H 1.14306 -1.46655 -6.37127
H 1.32021 0.27143 -6.59847
H -2.00512 -0.18051 -5.62188
H -2.92437 0.24469 -3.34441
H 1.03003 0.13917 -1.73357
H 1.95230 -0.28166 -3.98698
H -1.65289 2.93936 -2.41838
H -0.39563 4.52962 -3.82845
H 1.94360 5.16424 -3.16610
H 2.83335 4.21957 -1.03474
C -0.92425 -5.81592 0.99416
N -0.76630 -4.39188 0.73547
C -1.86027 -3.56924 1.27153
P 0.13934 -3.85674 -0.53784
O 0.49558 -2.41953 -0.40079
N -0.69182 -4.27329 -1.93278
C -0.10066 -3.68569 -3.14996
C -2.14521 -4.03357 -1.87215
N 1.48914 -4.81952 -0.62538
C 1.60867 -6.07446 -1.35094
C 2.68534 -4.40696 0.09456
H -1.01322 -5.97636 2.07115
H -0.05964 -6.37044 0.63766
H -1.82571 -6.22202 0.51995
H -1.81327 -3.55217 2.36165
H -2.83600 -3.97549 0.98290
H -1.79306 -2.54962 0.90677
H 0.98693 -3.78719 -3.12293
H -0.33682 -2.62375 -3.24725
H -0.47664 -4.21966 -4.02620
H -2.58902 -4.62519 -1.07274
H -2.58886 -4.35205 -2.81547
H -2.39764 -2.97788 -1.71024
H 0.66266 -6.32232 -1.82071
H 1.90176 -6.88909 -0.67894
H 2.37174 -5.99936 -2.13452
H 2.49077 -3.48464 0.63830
H 3.51565 -4.22707 -0.59590
H 2.99665 -5.17626 0.80853
Cl -3.17347 -0.52699 3.15149
C -2.65756 0.96499 2.20172
H -2.98639 1.81552 2.80055
H -3.29918 0.95161 1.32556
*
```

[2]
A molecular structure, C38H51CuN5OP at a distorted geometry. Source: OMol25; level of theory: wB97M-V/def2-TZVPD.

Computed properties:
- E_HOMO: -5.893 eV
- Orbital gap: 6.47 eV
- F_max: 1.859 eV/Å

Structure (ORCA input):
```
! wB97M-V def2-TZVPD RIJCOSX def2/J DEFGRID3
* xyz 0 1
Cu 0.86242 -1.06755 0.00711
C 6.77445 -3.63897 2.70220
C 5.43848 -3.01143 2.43711
C 4.49296 -2.87398 3.45096
C 3.28677 -2.27524 3.20873
C 2.91344 -1.77419 1.93704
N 1.70091 -1.22344 1.75613
C 1.00683 -0.74202 2.82594
C 1.60349 0.19842 3.69126
C 0.97973 0.66968 4.81757
C -0.29829 0.22692 5.15377
C -0.98095 0.70325 6.40182
C -0.93126 -0.64544 4.28731
C -0.31909 -1.13300 3.13196
N -1.03235 -2.00821 2.29180
C -2.21587 -2.60366 2.56972
C -2.63309 -3.25894 1.43223
C -1.62540 -3.02317 0.49841
N -0.67207 -2.27173 1.03069
C 3.84005 -2.01160 0.88965
C 5.07985 -2.58147 1.17458
N 3.57000 -1.72563 -0.46059
C 4.10626 -2.38541 -1.51234
C 3.66708 -1.76338 -2.66086
C 2.85267 -0.72976 -2.21272
N 2.78172 -0.72395 -0.87902
H 7.00712 -3.60418 3.76393
H 7.56311 -3.12741 2.15483
H 6.77738 -4.68457 2.39108
H 4.71552 -3.24055 4.44236
H 2.56509 -2.18477 4.00871
H 2.60206 0.52591 3.44583
H 1.48102 1.38894 5.44917
H -0.25561 1.04449 7.13653
H -1.58164 -0.08680 6.84713
H -1.64903 1.53646 6.18440
H -1.93054 -0.96000 4.54682
H -2.69357 -2.53756 3.52374
H -3.53752 -3.81244 1.29158
H -1.55023 -3.36726 -0.51533
H 5.80241 -2.67375 0.37794
H 4.72472 -3.25277 -1.39624
H 3.89778 -2.01422 -3.67659
H 2.34374 0.00820 -2.79907
O -0.31089 -0.51192 -1.57047
P -1.27299 0.60153 -1.77022
C -2.76915 0.32962 -0.69076
C -4.00958 1.18095 -0.96257
C -5.00269 0.97036 0.18108
C -4.46994 1.58247 1.48506
C -2.93859 1.63971 1.47888
C -2.36012 0.41066 0.78940
C -0.53668 2.23368 -1.26574
C 0.94326 2.31185 -1.63104
C 1.60641 3.51671 -0.94954
C 0.65211 4.71473 -0.83827
C -0.39290 4.66526 -1.94673
C -1.32029 3.46764 -1.72992
C -1.92145 0.63824 -3.52068
C -0.91464 1.10295 -4.57518
C 0.14849 0.04688 -4.85965
C -0.50071 -1.25107 -5.32721
C -1.42934 -1.75892 -4.22995
C -2.50641 -0.72288 -3.91573
H -3.02427 -0.71569 -0.90905
H -4.46658 0.89347 -1.91269
H -3.75593 2.23851 -1.01910
H -5.15705 -0.10275 0.30873
H -5.96833 1.41163 -0.07134
H -4.81330 0.98906 2.33505
H -4.86840 2.59204 1.60950
H -2.55557 1.68335 2.49927
H -2.60840 2.54570 0.96999
H -2.73998 -0.46782 1.30921
H -1.26908 0.39715 0.88408
H -0.56294 2.17489 -0.17047
H 1.06630 2.38651 -2.71174
H 1.43308 1.39644 -1.29545
H 2.48845 3.80067 -1.52642
H 1.94786 3.23199 0.04608
H 1.21471 5.64825 -0.89455
H 0.14123 4.70329 0.12789
H 0.10900 4.59215 -2.91312
H -0.98466 5.58242 -1.95190
H -1.86820 3.26700 -2.65091
H -2.05234 3.73493 -0.96477
H -2.74177 1.36541 -3.48986
H -0.43982 2.03434 -4.26042
H -1.46509 1.30674 -5.50123
H 0.69946 -0.16021 -3.94251
H 0.84409 0.41843 -5.61777
H 0.26740 -1.99878 -5.53964
H -1.06778 -1.07897 -6.24806
H -0.84094 -1.94783 -3.33241
H -1.90516 -2.69389 -4.53876
H -3.15232 -1.09948 -3.11929
H -3.12812 -0.58124 -4.80642
*
```

[3]
A molecular structure, C38H51F6IN4O11P3ReS3 at a distorted geometry. Source: OMol25; level of theory: wB97M-V/def2-TZVPD.

Computed properties:
- Expectation value of S²: 3.77
- E_HOMO (alpha / beta): -10.565 / -10.869 eV
- Orbital gap (alpha / beta): 7.77 / 6.73 eV
- F_max: 1.135 eV/Å

Structure (ORCA input):
```
! wB97M-V def2-TZVPD RIJCOSX def2/J DEFGRID3
* xyz 1 4
Re -0.51201 -0.14353 0.23606
C -0.92859 3.07594 1.84454
P -0.71381 1.32800 2.29826
C 0.57629 1.41118 3.55837
C -2.32120 1.00929 3.08067
C -2.63118 1.41687 4.37208
C -3.91414 1.24377 4.86581
C -4.90292 0.68162 4.06897
C -4.60186 0.27377 2.78120
C -3.30695 0.42668 2.28842
P -2.89638 -0.15277 0.62460
C -3.69379 -1.76611 0.46842
C -3.77283 0.91565 -0.53898
H -1.16762 3.63607 2.75004
H -1.73788 3.18717 1.12393
H -0.01931 3.47239 1.39147
H 0.25124 2.08301 4.35336
H 1.46844 1.83243 3.09372
H 0.80542 0.42821 3.95252
H -1.87480 1.86069 5.00591
H -4.14517 1.54974 5.87728
H -5.90496 0.55322 4.45456
H -5.37853 -0.17142 2.17228
H -3.31115 -2.45349 1.22210
H -3.52568 -2.17494 -0.52639
H -4.76694 -1.63181 0.60830
H -4.80244 1.03973 -0.19908
H -3.77426 0.44861 -1.52499
H -3.28177 1.88442 -0.60927
C 4.48786 -5.66101 3.82724
C 3.23111 -4.92308 3.46643
C 2.57450 -4.14284 4.42124
C 1.42926 -3.43928 4.10390
C 0.92612 -3.51042 2.80530
C 1.54971 -4.28799 1.84390
C 2.69994 -4.98723 2.18367
S -0.53713 -2.58136 2.48826
O -0.42996 -1.36722 3.25628
O -1.68440 -3.41413 2.71935
N -0.49945 -2.13168 0.90419
C -0.85609 -3.12374 -0.04643
C -0.98038 -4.47769 0.15100
C -1.33860 -5.33040 -0.91257
C -1.59432 -4.85041 -2.16304
C -1.50649 -3.46020 -2.39536
C -1.80254 -2.85245 -3.63192
C -1.72881 -1.49329 -3.76389
C -1.33953 -0.71806 -2.66625
N -1.06278 -1.26411 -1.49237
C -1.13155 -2.62018 -1.33512
H 5.27029 -4.96421 4.13241
H 4.86036 -6.24526 2.98813
H 4.31160 -6.33835 4.66364
H 2.97479 -4.08093 5.42570
H 0.93828 -2.82400 4.84528
H 1.19045 -4.32166 0.82439
H 3.19799 -5.57781 1.42475
H -0.82011 -4.91542 1.12398
H -1.40551 -6.39164 -0.71633
H -1.86081 -5.51080 -2.97667
H -2.08781 -3.47534 -4.47048
H -1.93485 -1.00198 -4.70301
H -1.22150 0.35632 -2.74944
F 0.69702 0.04002 -4.67728
C 1.98835 -0.02474 -4.37123
F 2.51099 1.19457 -4.42502
F 2.59958 -0.80102 -5.25488
S 2.28544 -0.69431 -2.66857
O 1.43975 0.04770 -1.73740
O 3.69979 -0.51371 -2.47830
N 1.79682 -2.17951 -2.87203
S 2.31370 -3.22721 -1.79042
O 1.57356 -4.44298 -1.91796
O 2.45922 -2.62851 -0.48314
C 4.06206 -3.67231 -2.30000
F 4.94355 -3.02518 -1.53956
F 4.27846 -3.36864 -3.57218
F 4.23802 -4.97846 -2.12775
C -1.63708 5.47190 -2.77443
C -2.63357 4.42847 -2.30011
C -3.71774 5.05238 -1.43815
C -3.22485 3.65417 -3.46775
O -1.97165 3.47214 -1.40156
P -0.55854 2.80156 -1.65307
O -0.26776 2.43561 -3.04524
O -0.68788 1.59227 -0.67141
O 0.40366 3.84053 -0.97076
C 1.83494 4.14257 -1.10249
C 2.50453 3.30032 -2.17140
C 1.90899 5.62105 -1.44144
C 2.41982 3.86946 0.27380
H -2.16531 6.23247 -3.34970
H -0.87857 5.02514 -3.41886
H -1.14374 5.95176 -1.92938
H -4.21133 5.85977 -1.97901
H -3.28475 5.46411 -0.52622
H -4.47164 4.31183 -1.16815
H -3.72387 4.34307 -4.15074
H -3.96329 2.93236 -3.11241
H -2.44397 3.12465 -4.01058
H 2.13183 3.54305 -3.16306
H 2.32336 2.24008 -2.01189
H 3.58010 3.48303 -2.14135
H 1.52089 5.80761 -2.44209
H 2.94641 5.95683 -1.40798
H 1.33390 6.20661 -0.72408
H 2.25137 2.83145 0.56940
H 1.96822 4.52368 1.02140
H 3.49451 4.05225 0.26606
N 3.45761 0.53252 0.17488
C 2.78755 -0.18295 1.05699
O 1.54582 -0.10517 1.20490
C 3.58243 -1.03813 1.99336
I 4.32796 0.14083 3.61011
H 2.94067 0.98466 -0.56360
H 4.42250 0.31821 -0.01956
H 4.43360 -1.49603 1.49957
H 2.94372 -1.78837 2.43139
*
```

Looking at relative energy (zero: lowest compared OMol25 entry of this formula, charge and spin) for the records above, in order, we have 0.475 0.319 0.122 eV.